Record 1
Formula: C16H32O4
Source: the Open Molecules 2025 dataset
Level of theory: ωB97M-V/def2-TZVPD

Last column: Mulliken charge in e.
CARTESIAN COORDINATES (ANGSTROEM)
C  -0.503794  8.326766  -2.156968  -0.446
C  0.034836  7.084846  -2.855548  -0.474
C  1.504846  7.015906  -2.329918  -0.471
O  1.443686  7.760266  -1.119677  -0.399
C  0.672466  8.916416  -1.344158  -0.488
H  -1.360054  8.058696  -1.538048  0.272
H  -0.759304  9.155746  -2.816948  0.265
H  -0.194594  7.030336  -3.919738  0.373
H  -0.399474  6.231596  -2.334568  0.171
H  2.141866  7.487616  -3.078118  0.253
H  1.865906  6.011066  -2.110818  0.326
H  1.249796  9.637996  -1.922178  0.291
H  0.374506  9.524706  -0.490158  0.325
C  1.510316  -1.868484  -4.577028  -0.502
C  0.955856  -2.806894  -5.566028  -0.433
C  -0.090694  -3.505924  -4.708488  -0.451
O  -0.512814  -2.658594  -3.684958  -0.389
C  0.197786  -1.378644  -3.816178  -0.414
H  1.987206  -1.018954  -5.065888  0.323
H  2.227166  -2.356624  -3.916768  0.262
H  1.730806  -3.507354  -5.877338  0.284
H  0.449326  -2.390744  -6.436868  0.268
H  0.342466  -4.398244  -4.256558  0.250
H  -1.016994  -3.758684  -5.224418  0.277
H  0.242566  -1.048744  -2.778268  0.275
H  -0.331624  -0.580104  -4.335948  0.250
C  2.860036  -7.669894  4.442212  -0.560
C  1.944666  -6.724714  3.810972  -0.416
C  1.161486  -7.479254  2.816062  -0.419
O  2.147426  -8.395624  2.378952  -0.416
C  2.967826  -8.786764  3.498702  -0.341
H  2.585186  -7.972544  5.452642  0.293
H  3.751586  -7.113874  4.732182  0.266
H  2.601136  -6.013014  3.310352  0.234
H  1.324766  -6.255144  4.574742  0.285
H  0.851216  -6.881024  1.959352  0.291
H  0.324376  -8.010794  3.268642  0.268
H  3.988616  -8.906044  3.135582  0.266
H  2.635916  -9.680484  4.027092  0.250
C  -3.783054  1.405616  3.630782  -0.482
C  -2.794164  2.491856  4.018852  -0.550
C  -2.790234  3.527196  2.868762  -0.390
O  -3.000384  2.580646  1.762502  -0.412
C  -3.872924  1.477506  2.120552  -0.362
H  -4.735384  1.504496  4.151722  0.305
H  -3.446534  0.407166  3.909982  0.240
H  -1.785094  2.110436  4.175082  0.256
H  -3.043374  2.831586  5.024132  0.343
H  -1.790854  3.959396  2.818372  0.277
H  -3.537674  4.316136  2.952502  0.273
H  -3.445004  0.598526  1.638482  0.265
H  -4.881634  1.714646  1.782342  0.236

Atoms 1-2, force components in eV/Å:
C -0.1 1.6 -0.1
C 0.3 -0.8 1.4

Summary:
HOMO-LUMO gap	10.14	eV
highest occupied orbital energy	-9.34	eV
energy	-929.65421	Ha
structure (SMILES)	C1CCOC1.C1CCOC1.C1CCOC1.C1CCOC1
ΔE to the lowest compared entry with this formula, charge and spin	43.9	kcal per mole



Record 2
Formula: C24H26BrCl2IrN4OS3
Source: the Open Molecules 2025 dataset
Level of theory: ωB97M-V/def2-TZVPD

Last column: Mulliken charge in e.
CARTESIAN COORDINATES (ANGSTROEM)
Ir  -0.060233  -0.581799  -0.518065  2.389
C  -1.139855  2.774288  -3.322663  -1.797
C  -0.876517  1.895901  -2.143570  0.705
N  -0.145685  0.816925  -2.257587  0.759
N  0.243352  0.469127  -3.463456  -1.594
C  0.988780  -0.582361  -3.607768  0.666
N  1.351110  -0.958856  -4.838105  -0.401
S  1.534106  -1.578565  -2.290708  -0.397
C  -1.356039  2.217761  -0.838600  0.576
C  -1.981018  3.440177  -0.541558  -1.157
C  -2.289805  3.758223  0.760086  -0.664
C  -1.987828  2.844660  1.766942  -1.097
C  -1.443336  1.631106  1.400127  -0.098
N  -1.145183  1.312667  0.143019  -0.011
H  -0.912169  2.240613  -4.238570  0.400
H  -0.514029  3.668424  -3.270572  0.352
H  -2.181281  3.094984  -3.343340  0.413
H  1.132726  -0.379712  -5.631054  0.231
H  1.947301  -1.758835  -4.954349  0.212
H  -2.183543  4.131366  -1.345444  0.499
H  -2.749020  4.706323  1.002704  0.459
H  -2.185595  3.062806  2.805374  0.528
H  -1.244671  0.876461  2.149230  0.592
Cl  -1.795532  -1.610844  1.520639  -0.205
C  -0.889495  -2.788132  2.404379  0.826
C  -1.517818  -3.487413  3.418056  -0.708
C  -0.790406  -4.391033  4.172577  -0.456
C  0.559782  -4.572045  3.925747  -0.646
C  1.174517  -3.877112  2.899283  0.048
Cl  2.858467  -4.099028  2.611791  -0.210
C  0.454367  -2.985066  2.087757  -0.121
S  1.279274  -2.244783  0.746227  -0.182
H  -2.567899  -3.319725  3.612310  0.450
H  -1.278562  -4.943111  4.962488  0.386
H  1.147338  -5.253072  4.524755  0.433
Br  -4.316322  -4.333514  -4.117647  -0.184
C  -3.195059  -3.262648  -3.020459  -0.127
C  -3.336070  -1.886602  -3.033826  -0.660
C  -2.475736  -1.106242  -2.273845  -0.309
C  -1.463813  -1.681091  -1.510881  0.820
C  -1.374790  -3.072695  -1.482248  -0.480
C  -2.233829  -3.866058  -2.225693  -0.540
H  -4.108334  -1.423359  -3.631765  0.449
H  -2.613705  -0.032522  -2.292874  0.211
H  -0.616794  -3.562526  -0.884402  0.344
H  -2.148421  -4.942866  -2.188399  0.468
C  1.876096  4.078020  2.404836  -1.152
C  2.060166  3.167311  1.200773  -0.279
S  1.778982  1.428468  1.679670  0.231
O  1.596083  0.710355  0.367820  -0.717
C  3.463024  0.940794  2.206933  -0.432
C  4.498537  1.063184  1.104505  -1.177
H  2.004262  5.118604  2.110611  0.396
H  2.604091  3.858984  3.186063  0.320
H  0.875315  3.963445  2.821623  0.267
H  3.048176  3.261290  0.756009  0.426
H  1.310749  3.360416  0.432166  0.174
H  3.338412  -0.099332  2.511181  0.343
H  3.702154  1.538963  3.087505  0.445
H  4.081176  0.710567  0.160968  0.264
H  5.366271  0.450327  1.342405  0.387
H  4.843778  2.088403  0.980892  0.335

Atoms 1-2, force components in eV/Å:
Ir 2.0 0.1 -2.4
C -0.2 0.1 0.1

Summary:
HOMO-LUMO gap (spin up / spin down)	6.33 / 5.74	eV
net charge	+1
highest occupied orbital energy (spin up / spin down)	-10.41 / -10.37	eV
energy	-6017.45728	Ha
ΔE to the lowest compared entry with this formula, charge and spin	39.5	kcal per mole
2S+1	2



Record 3
Formula: C24H50BBrNO8S
Source: the Open Molecules 2025 dataset
Level of theory: ωB97M-V/def2-TZVPD

Last column: Mulliken charge in e.
CARTESIAN COORDINATES (ANGSTROEM)
C  5.882489  -0.147097  1.816386  -1.017
C  5.480318  1.313416  2.004365  -0.561
C  4.129578  1.499893  2.681583  -0.389
Br  4.068352  0.664820  4.422923  -0.054
S  2.823929  0.856586  1.554255  0.098
O  1.800944  2.041546  1.299246  -0.395
N  1.165873  2.916271  2.676986  0.412
O  0.083475  3.024335  2.544188  0.030
B  1.636453  -0.506175  2.487155  0.077
C  0.853477  -0.153148  3.757613  -0.993
O  1.606958  -1.617067  1.766567  0.296
H  6.610756  -0.240460  1.011151  0.342
H  5.033092  -0.786467  1.548141  0.237
H  6.325856  -0.561936  2.721574  0.378
H  6.219364  1.841794  2.612225  0.353
H  5.435019  1.831920  1.041417  0.368
H  3.876093  2.549554  2.827847  0.562
H  1.187686  -0.813266  4.567441  0.416
H  0.925942  0.863840  4.136985  0.295
H  -0.203376  -0.385703  3.588119  0.320
H  1.519041  -1.622428  0.809049  0.151
C  1.192743  -4.566399  -0.075984  -0.545
C  -0.265667  -4.322787  0.307593  -0.101
C  -0.521794  -5.491474  1.249969  -0.578
O  0.721151  -5.735938  1.918119  -0.439
C  1.767944  -5.038665  1.251065  -0.090
H  1.697960  -3.670982  -0.447173  0.168
H  1.274779  -5.336602  -0.844275  0.400
H  -0.369712  -3.372164  0.835697  0.066
H  -0.940059  -4.295534  -0.544997  0.305
H  -0.829982  -6.386726  0.701467  0.299
H  -1.275718  -5.275724  2.007803  0.301
H  2.058491  -4.168817  1.852569  -0.071
H  2.632619  -5.697325  1.161345  0.311
C  -0.311268  3.656706  -0.961916  -0.074
C  -0.826959  5.045335  -1.339168  -0.648
C  -2.157716  4.702847  -1.998573  -0.466
O  -2.632687  3.523622  -1.342716  -0.457
C  -1.601322  2.954642  -0.550553  0.080
H  0.443160  3.671751  -0.176238  0.031
H  0.124835  3.166740  -1.834834  0.231
H  -0.990534  5.646896  -0.442302  0.260
H  -0.159928  5.594184  -2.001797  0.383
H  -2.026435  4.493130  -3.064556  0.268
H  -2.908699  5.484987  -1.890574  0.284
H  -1.825587  3.123701  0.510934  0.186
H  -1.582142  1.876143  -0.725203  -0.062
C  -0.801962  -0.647937  -3.381218  -0.336
C  -2.245873  -0.312599  -3.018256  -0.173
C  -2.602160  -1.470917  -2.097304  -0.601
O  -1.385376  -1.834605  -1.426534  -0.323
C  -0.276923  -1.208421  -2.066966  0.086
H  -0.229372  0.209534  -3.733767  0.424
H  -0.785920  -1.407897  -4.162800  -0.028
H  -2.297742  0.635939  -2.477866  -0.107
H  -2.896288  -0.252424  -3.888843  0.305
H  -2.964773  -2.331560  -2.666730  0.311
H  -3.346040  -1.215291  -1.342657  0.315
H  0.106064  -0.399145  -1.425161  -0.103
H  0.514203  -1.951168  -2.199228  0.212
C  -1.068070  -1.193624  -8.854064  -0.563
C  -1.104042  0.298537  -8.527645  -0.562
C  -2.003393  0.318220  -7.298425  -0.362
O  -1.775062  -0.918427  -6.618708  -0.314
C  -1.039247  -1.808394  -7.460976  -0.480
H  -0.211408  -1.487547  -9.458540  0.327
H  -1.977144  -1.487892  -9.381518  0.269
H  -0.103294  0.655507  -8.275709  0.270
H  -1.492123  0.912859  -9.338545  0.342
H  -3.058369  0.383604  -7.583478  0.272
H  -1.781327  1.137584  -6.612265  0.233
H  -0.011131  -1.891044  -7.090023  0.278
H  -1.503205  -2.794180  -7.412847  0.317
C  -1.883596  2.171951  7.765418  -0.592
C  -1.657762  0.667502  7.905114  -0.598
C  -1.756324  0.209196  6.457215  -0.365
O  -1.260748  1.294651  5.661028  -0.294
C  -1.144980  2.471690  6.469076  -0.432
H  -1.503384  2.749907  8.605843  0.333
H  -2.947614  2.386956  7.654791  0.264
H  -0.661906  0.467204  8.305242  0.269
H  -2.387807  0.177089  8.546272  0.354
H  -2.793269  0.003993  6.176337  0.278
H  -1.160052  -0.679767  6.243691  0.235
H  -0.084817  2.675695  6.661802  0.282
H  -1.566556  3.313446  5.917325  0.289

Atoms 1-2, force components in eV/Å:
C 0.1 -0.1 0.0
C 0.0 0.0 0.1

Summary:
HOMO-LUMO gap	6.02	eV
net charge	+1
highest occupied orbital energy	-11.09	eV
energy	-4597.79466	Ha